# 1
118
Properties=species:S:1:pos:R:3:forces:R:3 method="wB97M-V/def2-TZVPD" charge=+1
Rb -0.076 4.970 6.771 0.0 -0.3 0.0
C -0.308 7.110 -1.584 1.8 0.3 0.1
C -1.158 6.264 -0.722 -2.3 -1.6 -0.9
C -2.093 5.462 -1.716 -0.1 0.0 1.0
C -2.976 4.331 -1.051 1.1 1.8 -0.1
P -4.346 3.821 -2.078 -0.2 -1.3 -0.1
C -4.775 2.188 -1.415 -1.0 -1.5 0.0
C -6.054 1.404 -1.914 -0.7 -0.1 -0.1
C -6.692 0.348 -0.935 -0.2 0.0 -0.2
C -7.683 -0.710 -1.556 0.8 0.4 -0.4
C -5.808 4.908 -2.186 0.6 0.7 -0.6
C -5.443 6.430 -2.254 -0.7 0.4 -0.3
C -6.644 7.424 -2.250 -0.2 -1.1 0.1
C -7.767 7.293 -3.279 0.2 0.2 0.1
C -3.754 3.406 -3.764 -1.5 0.2 1.5
C -2.568 2.494 -3.705 0.6 -1.0 0.4
C -1.675 2.774 -4.860 0.4 0.0 -1.7
C -2.423 2.490 -6.224 0.9 -0.3 -0.5
H -0.326 8.147 -1.251 -0.1 0.1 -0.6
H -0.558 6.943 -2.632 0.2 0.6 0.0
H 0.706 6.755 -1.399 0.3 0.3 -0.6
H -1.758 6.937 -0.108 -0.1 -0.6 0.6
H -0.596 5.495 -0.191 -0.1 0.4 0.6
H -1.437 5.024 -2.469 0.0 -0.3 0.0
H -2.676 6.205 -2.260 -0.3 -0.1 0.1
H -3.316 4.676 -0.074 -0.4 0.1 0.0
H -2.304 3.506 -0.814 -0.3 -0.3 -0.2
H -4.877 2.230 -0.330 0.2 0.3 0.1
H -3.892 1.580 -1.611 0.2 0.0 0.1
H -5.965 0.806 -2.821 0.9 0.5 -0.4
H -6.790 2.171 -2.158 -0.4 -0.1 0.0
H -7.248 0.874 -0.158 0.3 0.0 0.2
H -5.884 -0.239 -0.498 0.1 0.2 0.3
H -7.168 -1.596 -1.928 0.3 0.1 0.1
H -8.217 -0.338 -2.429 -0.3 0.3 0.2
H -8.390 -1.094 -0.820 0.0 0.3 0.0
H -6.583 4.642 -1.467 0.3 0.2 0.5
H -6.232 4.576 -3.134 -0.1 0.1 -0.3
H -4.845 6.661 -3.135 0.3 -0.4 -0.1
H -4.871 6.724 -1.374 0.2 -0.2 0.0
H -6.284 8.452 -2.308 0.3 -0.1 0.4
H -7.092 7.201 -1.282 -0.2 0.7 0.3
H -8.226 6.305 -3.238 -0.1 0.0 -0.2
H -7.479 7.565 -4.294 0.3 -0.4 -0.1
H -8.516 8.043 -3.024 -0.2 -0.2 0.1
H -3.616 4.300 -4.372 -0.1 -0.1 -0.1
H -4.628 2.818 -4.046 -0.2 0.3 -0.8
H -2.794 1.432 -3.806 -0.8 0.0 0.1
H -2.086 2.521 -2.728 0.5 0.4 -0.1
H -0.754 2.197 -4.777 -0.1 -0.3 -0.2
H -1.308 3.799 -4.822 -0.2 0.3 -0.2
H -1.861 2.811 -7.101 0.2 1.0 0.2
H -3.444 2.854 -6.335 0.1 0.4 0.4
H -2.492 1.462 -6.581 0.0 -0.7 1.1
C 0.609 -2.874 3.013 0.2 -0.1 -0.1
C 1.062 -1.450 3.280 -0.7 0.9 0.3
O 0.029 -0.653 3.715 0.2 0.0 0.0
H 0.004 -2.864 2.106 -0.5 -0.2 0.3
H 0.102 -3.212 3.917 -0.5 -0.1 -0.3
H 1.415 -3.586 2.836 0.4 0.0 -0.1
H 1.522 -1.032 2.385 0.3 0.0 -0.9
H 1.904 -1.490 3.971 0.5 -0.1 0.8
C 7.372 3.402 0.795 0.4 0.3 -1.4
C 7.843 3.929 2.084 1.3 -0.2 1.5
O 8.870 4.549 2.301 -0.6 0.0 -1.1
C 7.091 3.435 3.252 -1.2 0.5 1.4
H 7.093 2.352 0.881 0.1 0.0 0.1
H 8.171 3.541 0.067 -0.1 -0.2 -0.2
H 6.490 3.929 0.430 -0.1 0.1 0.1
H 7.285 4.073 4.115 0.3 -0.1 0.0
H 7.381 2.413 3.493 0.0 0.0 -0.1
H 6.011 3.476 3.112 -0.1 -0.3 -0.2
C 6.074 -6.977 5.879 -0.7 1.2 -0.6
C 6.850 -5.646 6.031 1.9 -1.3 1.7
O 7.344 -5.377 7.112 -0.7 0.2 -0.2
C 7.311 -4.838 4.839 -0.7 0.4 -0.5
H 5.324 -6.736 5.126 0.1 -0.8 -0.6
H 5.498 -7.359 6.722 0.4 0.7 0.5
H 6.748 -7.799 5.636 0.1 0.3 -0.6
H 8.082 -4.113 5.099 0.1 -0.4 0.4
H 6.502 -4.203 4.476 -0.3 -0.2 -0.3
H 7.662 -5.458 4.014 -0.2 -0.1 0.0
F 6.325 -4.639 -1.817 0.4 0.5 -0.1
C 6.927 -3.760 -2.650 -1.3 2.1 -0.8
C 8.050 -4.151 -3.381 -1.1 -0.7 1.8
C 8.461 -3.329 -4.368 -0.1 2.0 -2.2
C 7.849 -2.090 -4.616 0.9 -1.0 -0.1
C 6.822 -1.630 -3.821 0.7 0.3 -0.9
C 6.282 -2.457 -2.878 0.9 -2.5 1.0
H 8.564 -5.081 -3.188 -0.3 -0.2 0.1
H 9.156 -3.643 -5.133 0.5 -0.2 0.4
H 8.176 -1.535 -5.483 0.1 0.2 0.1
H 6.500 -0.626 -4.054 -0.6 0.0 0.4
H 5.394 -2.126 -2.359 0.0 -0.4 0.4
F -1.120 -5.550 9.813 0.6 0.5 0.1
C 0.064 -5.416 10.474 0.2 -1.6 0.8
C 0.587 -6.595 11.068 -0.1 2.9 -0.5
C 1.795 -6.447 11.774 -1.7 -3.6 -0.7
C 2.488 -5.312 11.938 -0.1 4.0 -0.7
C 1.932 -4.122 11.368 -1.2 -1.9 -1.3
C 0.721 -4.204 10.586 1.5 0.3 1.2
H 0.027 -7.513 10.962 0.3 -0.1 0.1
H 2.108 -7.434 12.081 0.8 0.2 0.7
H 3.427 -5.154 12.447 0.0 -0.7 0.1
H 2.482 -3.193 11.331 0.0 0.1 0.4
H 0.350 -3.292 10.143 -0.2 -0.1 -0.2
F -4.621 -5.450 -5.488 -0.6 0.1 -0.1
C -3.361 -5.897 -5.425 -0.6 0.6 -0.2
C -2.843 -6.606 -6.451 -1.7 -0.6 -0.9
C -1.557 -7.035 -6.382 1.9 -0.2 -0.8
C -0.743 -6.682 -5.328 -0.4 0.2 1.9
C -1.312 -5.988 -4.238 1.1 0.1 -2.2
C -2.604 -5.526 -4.385 1.1 0.6 3.1
H -3.566 -6.811 -7.226 0.4 -0.3 -0.5
H -1.078 -7.526 -7.217 -0.3 -0.3 -0.2
H 0.300 -6.948 -5.241 0.0 -0.2 -0.4
H -0.642 -5.612 -3.479 -0.3 -0.2 0.4
H -2.935 -4.906 -3.565 -0.7 0.1 -0.2

=====

# 2
142
Properties=species:S:1:pos:R:3:forces:R:3 method="wB97M-V/def2-TZVPD" charge=-1
C 10.115 0.707 1.761 -0.5 0.6 -1.1
C 9.493 -0.353 0.629 2.4 -3.9 -1.1
O 10.189 -1.459 0.307 -4.7 6.8 1.9
O 8.212 0.021 0.010 3.1 -2.0 2.4
C 7.200 -1.062 0.160 -1.0 -1.0 -0.6
C 6.563 -1.327 -1.343 -0.6 0.5 0.2
C 5.150 -2.161 -1.340 -0.4 -0.4 0.8
C 4.715 -2.763 0.132 0.0 -1.1 -0.2
C 3.247 -3.557 0.079 0.8 0.6 0.3
C 2.270 -2.983 1.266 -0.9 -1.1 -0.1
C 0.705 -3.121 0.718 0.7 1.4 -0.3
C 0.246 -1.605 0.258 1.1 -0.5 -1.4
P -1.163 -0.851 1.317 0.4 -1.5 -3.2
C -2.321 -0.705 -0.195 -2.5 0.7 -1.2
C -2.226 0.711 -1.014 0.6 -0.3 0.4
C -0.723 1.131 -1.514 0.0 1.0 0.4
Cl -3.235 0.457 -2.591 0.3 0.2 0.6
N -0.131 -1.119 2.759 6.4 7.4 3.9
C 0.657 -0.016 3.026 1.7 -1.0 -0.8
O 1.584 0.930 3.198 -6.7 -6.7 -1.0
P -2.690 -0.020 2.704 -0.7 1.3 1.0
S -2.687 1.945 2.424 -0.3 0.5 0.1
H 10.477 0.171 2.737 -0.8 0.8 -2.1
H 9.341 1.570 2.020 1.6 -2.1 -0.6
H 11.031 1.223 1.238 -1.7 -1.1 1.1
H 7.662 -2.052 0.597 -0.7 2.1 -1.0
H 6.416 -0.663 0.944 1.5 -0.8 -1.9
H 6.337 -0.262 -1.794 0.6 -2.0 0.9
H 7.313 -1.875 -2.060 -1.1 1.2 1.7
H 5.273 -3.090 -2.064 -0.5 2.1 1.5
H 4.270 -1.473 -1.703 2.0 -1.6 0.9
H 5.505 -3.584 0.431 -1.3 1.8 -0.3
H 4.633 -1.939 0.972 0.3 -1.6 -1.8
H 2.775 -3.358 -0.974 0.8 -0.3 2.0
H 3.418 -4.733 0.178 -0.4 2.6 -0.2
H 2.540 -1.870 1.589 -0.7 -2.4 -0.9
H 2.326 -3.640 2.242 0.3 1.2 -1.8
H 0.677 -3.803 -0.253 0.1 1.2 2.2
H -0.028 -3.535 1.534 1.4 0.8 -1.5
H -0.071 -1.679 -0.868 0.6 0.3 2.1
H 1.142 -0.817 0.289 -1.6 -1.9 -0.1
H -0.665 0.496 1.201 -0.3 0.0 -0.2
H -1.734 -2.178 1.576 0.1 0.1 0.1
H -3.434 -0.766 0.232 2.0 0.2 -1.1
H -2.248 -1.621 -0.957 0.1 2.0 1.7
H -2.777 1.587 -0.444 1.3 -1.9 -1.2
H -0.787 1.921 -2.386 -0.1 -1.6 1.7
H -0.199 1.705 -0.608 -1.0 -1.5 -1.9
H -0.053 0.248 -1.887 -1.5 1.7 0.9
H -4.018 -0.544 2.441 0.8 0.0 0.6
H -2.295 -0.185 4.109 -0.8 -0.5 -1.1
C -4.796 3.133 -4.845 -0.2 0.2 -0.4
C -4.127 3.498 -6.155 -0.4 -1.2 1.3
C -2.763 4.096 -5.987 0.7 -0.6 0.4
O -2.638 4.903 -7.144 -0.8 0.6 -0.7
C -3.908 5.263 -7.502 -0.7 1.3 -1.3
O -4.177 6.118 -8.327 0.6 -1.6 1.6
O -4.837 4.540 -6.806 0.7 1.1 -1.0
H -4.256 2.328 -4.336 0.0 0.1 0.0
H -4.851 3.998 -4.175 0.2 -0.5 -0.7
H -5.827 2.809 -5.022 0.2 -0.1 0.0
H -4.110 2.631 -6.826 0.1 0.1 -0.1
H -1.975 3.338 -5.957 -0.1 0.2 -0.1
H -2.672 4.740 -5.105 -0.2 -0.2 0.0
C 8.713 -5.790 -3.692 0.0 0.5 0.0
C 7.506 -6.293 -2.927 1.4 0.1 -0.2
C 6.757 -7.381 -3.635 0.2 -0.8 -0.1
O 5.443 -7.226 -3.130 -0.3 0.8 0.2
C 5.313 -5.908 -2.791 -2.2 1.2 0.8
O 4.258 -5.367 -2.513 2.3 -1.3 -0.8
O 6.526 -5.275 -2.812 -1.1 -0.4 0.0
H 9.476 -6.568 -3.785 -0.1 0.0 0.1
H 8.432 -5.452 -4.695 -0.1 -0.2 0.1
H 9.152 -4.925 -3.184 0.0 -0.2 0.0
H 7.800 -6.597 -1.914 -0.2 0.0 -0.1
H 7.146 -8.377 -3.402 -0.2 0.1 0.0
H 6.727 -7.256 -4.723 0.2 0.1 0.0
C -5.372 4.945 6.407 0.1 -0.2 0.4
C -5.244 4.077 5.172 0.3 1.1 0.7
C -6.443 4.129 4.274 -0.3 0.6 -0.4
O -6.399 2.867 3.631 0.4 -0.9 0.5
C -5.768 2.016 4.496 0.4 -2.3 -0.5
O -5.730 0.805 4.368 -0.3 2.5 0.4
O -5.191 2.705 5.527 -0.5 -0.8 -0.7
H -5.413 6.006 6.143 0.0 -0.1 0.0
H -6.272 4.690 6.977 0.0 0.0 -0.2
H -4.522 4.780 7.078 0.0 0.1 -0.2
H -4.322 4.322 4.631 -0.1 -0.1 -0.1
H -6.381 4.939 3.541 0.0 -0.3 0.0
H -7.392 4.209 4.814 0.3 0.1 0.0
C -12.149 1.893 6.664 -0.2 0.0 -0.4
C -10.769 2.518 6.672 -0.9 -1.1 0.2
C -10.477 3.312 7.910 0.1 -0.4 0.8
O -9.532 4.260 7.449 0.1 0.4 -1.0
C -9.785 4.442 6.117 0.7 1.6 -1.4
O -9.304 5.331 5.438 -1.1 -1.8 1.5
O -10.655 3.496 5.651 0.8 1.0 0.2
H -12.246 1.136 7.448 0.1 0.1 -0.1
H -12.927 2.650 6.808 0.2 0.0 0.1
H -12.348 1.423 5.694 0.1 0.0 0.2
H -10.005 1.752 6.494 0.0 0.1 0.1
H -10.053 2.699 8.710 0.1 0.2 -0.1
H -11.347 3.853 8.298 -0.1 -0.1 -0.1
C 2.989 -0.445 -7.161 -0.4 0.1 -0.1
C 3.434 -0.148 -5.743 0.0 0.0 -1.3
C 4.288 -1.224 -5.143 0.8 -0.2 -0.2
O 4.033 -1.079 -3.758 -0.9 0.5 -0.2
C 2.777 -0.550 -3.649 -1.5 0.1 2.3
O 2.146 -0.476 -2.610 1.6 -0.2 -2.4
O 2.321 -0.118 -4.864 0.2 -0.2 0.9
H 3.841 -0.469 -7.847 -0.1 0.0 0.1
H 2.465 -1.406 -7.217 0.2 0.1 0.1
H 2.280 0.316 -7.505 0.2 0.0 0.0
H 3.927 0.831 -5.699 0.1 -0.1 0.1
H 5.351 -1.083 -5.359 -0.1 0.0 0.2
H 3.993 -2.235 -5.445 -0.1 0.1 -0.1
C 4.473 -6.417 4.418 0.1 0.5 0.0
C 4.384 -6.956 3.004 -0.5 0.2 1.3
C 5.098 -8.260 2.813 -0.2 -0.8 0.4
O 5.436 -8.225 1.438 0.2 0.8 -0.6
C 5.549 -6.904 1.102 0.7 1.0 -1.8
O 6.022 -6.495 0.057 -0.9 -0.9 2.1
O 5.064 -6.102 2.098 0.6 -0.6 -1.2
H 3.950 -7.069 5.124 0.0 0.0 -0.2
H 5.516 -6.317 4.737 -0.1 -0.1 -0.1
H 4.034 -5.415 4.471 -0.1 -0.2 0.0
H 3.336 -7.019 2.688 0.1 -0.1 0.0
H 4.462 -9.122 3.033 0.1 0.1 -0.2
H 6.024 -8.342 3.394 -0.1 0.2 0.1
C -3.703 8.295 -0.894 0.3 -0.2 0.2
C -4.311 7.440 -1.987 0.6 1.1 0.6
C -5.803 7.546 -2.073 -0.5 0.7 -0.2
O -6.168 6.293 -2.622 0.5 -0.8 0.1
C -5.196 5.409 -2.243 -0.2 -2.6 0.2
O -5.279 4.199 -2.362 0.0 3.1 0.9
O -4.121 6.062 -1.709 -0.8 -0.7 -0.5
H -3.844 9.360 -1.100 0.0 -0.1 -0.1
H -4.146 8.064 0.081 -0.1 0.0 -0.2
H -2.630 8.092 -0.804 -0.2 0.1 -0.1
H -3.833 7.660 -2.949 -0.1 0.0 0.0
H -6.127 8.363 -2.724 0.0 -0.3 0.0
H -6.292 7.652 -1.098 0.2 0.0 0.0

=====

# 3
134
Properties=species:S:1:pos:R:3:forces:R:3 method="wB97M-V/def2-TZVPD" smiles="CCOC(C)=O.CCOC(C)=O.CCOC(C)=O.O=C1OCCO1.O=C1OCCO1.CCCC#N.CCCC#N.CCCC#N.CCCC#N.CCCC#N.CCCC#N"
C 4.861 0.129 7.200 -0.9 -0.3 -0.5
C 4.041 -0.910 6.319 1.5 0.3 0.8
O 4.014 -0.465 4.940 -0.2 -1.1 -1.2
C 3.962 -1.399 3.913 0.2 -1.2 0.1
C 3.840 -0.875 2.474 0.5 0.8 0.5
O 4.004 -2.625 4.043 -0.1 2.2 0.8
H 4.904 -0.154 8.251 -0.3 -0.4 0.0
H 4.364 1.099 7.183 0.0 0.0 -0.1
H 5.905 0.304 6.941 -0.1 -0.3 -0.6
H 4.496 -1.897 6.395 0.2 0.0 -0.3
H 3.035 -1.044 6.717 -0.2 0.4 -0.2
H 2.796 -0.912 2.163 0.1 -0.3 0.0
H 4.496 -1.461 1.831 -0.4 -0.5 0.1
H 4.166 0.142 2.256 -0.1 0.2 0.8
C -1.740 -1.705 -3.612 1.3 0.1 -0.4
C -2.919 -2.313 -4.314 -0.2 0.4 -1.1
O -2.525 -3.141 -5.489 0.7 0.2 0.7
C -3.365 -3.358 -6.534 0.3 -0.9 0.6
C -2.711 -4.158 -7.685 -0.1 0.5 1.2
O -4.508 -3.019 -6.520 -0.7 0.5 -0.2
H -0.997 -2.420 -3.257 -0.2 -0.2 0.2
H -2.049 -1.058 -2.791 -0.4 -0.4 0.2
H -1.167 -1.023 -4.241 -0.1 -0.1 -0.5
H -3.488 -2.870 -3.570 -0.3 -0.3 -0.5
H -3.476 -1.462 -4.705 -0.6 -0.4 0.0
H -1.899 -4.772 -7.297 0.2 0.3 -0.1
H -2.357 -3.396 -8.380 0.2 -0.3 -0.2
H -3.427 -4.834 -8.153 -0.2 0.4 0.0
C 3.196 2.171 0.046 -0.5 -0.4 0.7
C 2.792 3.437 0.780 -0.3 -0.3 -0.5
O 3.992 4.174 0.919 1.1 2.0 0.0
C 3.961 5.531 1.052 -2.6 0.7 0.7
C 5.345 6.147 1.075 -0.2 0.0 0.7
O 2.906 6.182 1.202 2.6 -1.8 -0.6
H 3.825 2.405 -0.813 0.0 0.0 0.0
H 2.301 1.646 -0.286 0.1 0.1 -0.1
H 3.697 1.464 0.707 0.2 0.2 -0.1
H 2.066 3.962 0.160 0.1 0.4 0.2
H 2.356 3.301 1.770 -0.1 -0.3 -0.1
H 5.313 7.134 1.535 -0.4 0.1 -0.4
H 5.782 6.223 0.079 0.0 -0.2 0.1
H 5.980 5.583 1.758 0.1 -0.4 -0.4
O 2.102 -1.029 -0.439 -3.8 0.8 1.1
C 0.994 -0.677 0.001 1.6 0.1 0.0
O 0.831 0.007 1.180 1.6 -1.3 -0.8
C -0.467 0.540 1.295 -0.4 0.7 -0.3
C -1.240 -0.266 0.249 -1.1 -0.3 0.1
O -0.244 -0.819 -0.565 3.0 -0.9 -0.8
H -0.795 0.483 2.333 -0.1 -0.3 -0.2
H -0.346 1.592 1.037 -0.5 0.1 -0.1
H -1.883 0.248 -0.466 -0.2 0.5 0.6
H -1.808 -1.121 0.616 -0.1 0.2 0.5
O -0.071 3.856 3.743 -0.6 0.8 -2.3
C -0.422 4.425 2.720 1.8 -2.9 1.8
O -1.159 5.484 2.680 -1.7 1.3 2.0
C -0.993 6.093 1.454 0.0 1.4 -1.8
C -0.755 4.906 0.579 0.0 1.1 -1.7
O -0.098 4.051 1.434 0.6 -1.5 2.2
H -1.868 6.630 1.088 0.0 0.1 0.6
H -0.128 6.749 1.548 0.0 0.2 -0.3
H -0.083 5.129 -0.250 -0.3 0.0 -0.1
H -1.709 4.500 0.241 0.1 -0.3 -0.1
C -1.741 -4.741 -0.813 0.1 0.6 0.8
C -2.932 -4.851 0.110 -1.0 -0.8 -0.5
C -4.241 -4.354 -0.537 -0.5 0.3 1.2
C -4.176 -2.902 -0.719 -0.2 -1.3 -0.3
N -4.055 -1.777 -0.857 0.1 1.2 -0.1
H -1.999 -5.082 -1.815 0.3 -0.2 0.1
H -0.914 -5.284 -0.354 0.2 -0.1 -0.5
H -1.450 -3.692 -0.857 0.2 0.1 -0.3
H -2.813 -4.357 1.074 0.2 0.3 -0.1
H -3.119 -5.891 0.376 0.1 -0.2 -0.1
H -5.032 -4.526 0.192 -0.1 0.2 0.1
H -4.641 -4.875 -1.407 0.7 0.1 -0.4
C 5.722 -0.239 -1.263 -0.1 0.6 1.4
C 5.840 -0.212 -2.743 -0.1 -1.5 -0.4
C 7.273 -0.037 -3.332 -1.4 0.8 -0.7
C 8.284 -0.913 -2.852 1.2 -1.5 2.4
N 9.008 -1.629 -2.299 -0.5 0.7 -0.9
H 5.902 0.792 -0.959 0.2 -0.2 0.9
H 6.301 -0.974 -0.705 0.7 0.2 -0.3
H 4.715 -0.517 -0.951 -0.3 0.4 -0.3
H 5.174 0.600 -3.036 0.3 0.0 -0.7
H 5.380 -1.163 -3.012 0.2 0.0 -1.0
H 7.533 1.003 -3.134 0.4 0.0 -0.2
H 7.314 -0.223 -4.405 -0.6 0.5 -0.3
C 1.306 1.989 -2.865 -1.5 -0.8 0.7
C -0.179 1.544 -2.631 -0.9 1.0 -0.4
C -1.282 2.473 -3.348 0.9 -1.9 -0.2
C -1.412 3.813 -2.867 0.9 -2.5 -0.9
N -1.498 4.857 -2.464 -0.5 3.4 1.2
H 1.432 2.473 -3.834 0.1 0.1 0.2
H 1.862 1.052 -2.827 0.4 0.2 -0.1
H 1.623 2.592 -2.014 0.1 0.3 -0.5
H -0.462 1.473 -1.581 0.4 0.4 0.2
H -0.312 0.511 -2.951 -0.1 0.3 -0.5
H -2.301 2.089 -3.297 0.1 -0.6 0.2
H -1.029 2.451 -4.408 0.0 0.4 -0.1
C 2.286 -4.164 1.474 -1.1 -1.4 0.0
C 1.568 -5.162 2.485 0.3 1.4 -0.7
C 1.250 -4.454 3.805 0.1 -0.5 0.5
C 0.530 -3.198 3.711 -1.4 2.9 -0.6
N -0.082 -2.197 3.648 1.4 -2.5 0.1
H 1.698 -3.264 1.295 0.0 0.2 0.6
H 2.210 -4.624 0.489 0.6 -0.2 -0.1
H 3.319 -3.916 1.720 -0.2 -0.1 0.1
H 2.161 -6.049 2.708 0.2 0.2 -0.1
H 0.649 -5.539 2.036 -0.1 0.2 -0.1
H 2.186 -4.297 4.342 0.0 0.3 0.1
H 0.593 -5.033 4.454 0.2 -0.5 0.0
C -5.303 0.456 2.581 0.1 -0.8 -0.6
C -5.034 -0.507 3.744 0.1 0.4 -0.4
C -4.449 -1.861 3.239 -0.9 -0.3 -0.4
C -5.484 -2.577 2.399 0.3 0.0 -0.2
N -6.236 -3.117 1.703 0.7 0.6 0.9
H -5.949 1.292 2.849 0.1 -0.1 0.0
H -5.759 -0.140 1.791 -0.5 0.3 -0.2
H -4.396 0.832 2.108 0.2 0.2 0.3
H -5.984 -0.681 4.250 0.1 -0.2 0.1
H -4.390 0.038 4.433 0.3 -0.6 0.2
H -4.123 -2.573 3.998 -0.3 0.2 0.4
H -3.558 -1.764 2.619 -0.1 0.4 -0.2
C -5.344 1.335 -2.624 0.0 -0.7 -0.4
C -5.383 2.844 -2.608 -1.0 0.5 -0.7
C -5.383 3.541 -1.252 1.0 -0.4 1.0
C -4.326 2.980 -0.359 0.8 -0.2 0.0
N -3.432 2.538 0.232 -1.0 0.5 -0.6
H -5.554 0.901 -3.601 0.2 0.5 -0.5
H -6.159 0.872 -2.068 0.3 0.2 0.7
H -4.374 0.922 -2.346 -0.1 0.0 0.5
H -6.324 3.150 -3.064 -0.2 0.0 -0.1
H -4.657 3.329 -3.261 0.4 -0.3 0.1
H -6.330 3.470 -0.716 -0.1 -0.1 -0.1
H -5.143 4.598 -1.367 -0.1 0.0 0.0

=====

What did we get for HOMO? Answer: -6.03; -4.19; -10.28 eV, in the order shown.
What did we get for LUMO? Answer: -3.772; 1.855; 0.462 eV, in the order shown.
What did we get for gap between HOMO and LUMO? Answer: 2.26; 6.04; 10.74 eV, in the order shown.